[1]
C3H13NO3 | ωB97M-V/def2-TZVPD

As for the charge: 0. The value obtained for the energy relative to the best compared isomer or geometry (same formula, charge and spin) is 44.5 kcal per mole. The calculation puts the orbital gap at 8.51 eV. For the largest force on an atom, the calculation gives 2.63 eV/A.

Last column: Löwdin charge in e.
Element x y z (Å)
C (-1.0820, -0.1269, -0.5935)  -0.07
C (-0.1204, 0.6423, -1.4324)  -0.47
C (-0.5016, 1.1327, -2.6373)  0.01
N (1.1346, 0.9446, -0.8655)  0.05
H (-1.9291, -0.5683, -1.1147)  0.07
H (-0.6378, -1.0716, -0.2310)  0.07
H (-1.4211, 0.4231, 0.2809)  0.08
H (-0.4570, 2.1532, -2.9814)  0.05
H (-1.3486, 0.6119, -3.0814)  0.04
H (1.6740, 1.5207, -1.4994)  0.08
H (1.6972, 0.1029, -0.7909)  0.09
H (0.7660, -4.8004, 0.7016)  0.03
H (-0.7523, -4.8622, 0.5398)  0.03
O (0.0668, -4.8042, 0.0394)  -0.06
H (-0.6753, -2.7411, 2.4981)  0.02
H (-0.6285, -3.1702, 3.9804)  0.04
O (-0.0761, -2.9767, 3.2132)  -0.06
H (1.2643, 6.5595, 1.6438)  0.03
H (1.3174, 5.0887, 1.2744)  0.03
O (1.7096, 5.9420, 1.0558)  -0.06

[2]
C3H13NO3 | ωB97M-V/def2-TZVPD

As for the charge: +1. The value obtained for the energy relative to the best compared isomer or geometry (same formula, charge and spin) is 52.4 kcal per mole. The calculation puts the orbital gap (alpha / beta) at 10.09 / 5.73 eV. Its spin multiplicity is 2. For the largest force on an atom, the calculation gives 1.30 eV/A.

Last column: Löwdin charge in e.
Element x y z (Å)
N (-0.0075, 2.1727, 1.3945)  0.08
C (-1.0575, 1.6704, 0.5734)  -0.26
C (-1.5295, -0.3128, -0.8342)  0.22
C (-1.0414, 0.2450, 0.3344)  -0.03
H (0.0810, 3.1736, 1.3664)  0.11
H (0.0082, 1.8127, 2.3415)  0.12
H (-2.0157, 1.8258, 1.1514)  0.20
H (-1.2344, 2.3163, -0.2924)  0.15
H (-1.9380, -1.3004, -0.8891)  0.08
H (-1.7376, 0.3324, -1.6825)  0.11
H (-0.7894, -0.4132, 1.1631)  0.15
H (0.4785, -2.6240, -0.5759)  0.00
H (-0.3136, -3.8227, -1.0239)  0.06
O (-0.1751, -2.8918, -1.2414)  -0.06
H (2.4631, -2.3077, -0.1466)  0.06
H (2.1123, -0.8930, 0.2848)  0.01
O (2.0260, -1.8200, 0.5627)  -0.06
H (1.4375, 0.7811, -1.5794)  0.06
H (1.3001, 1.2461, -0.1568)  0.01
O (1.9330, 0.8094, -0.7498)  -0.02

[3]
C3H13NO3S | ωB97M-V/def2-TZVPD

As for the charge: -1. The value obtained for the energy relative to the best compared isomer or geometry (same formula, charge and spin) is 20.4 kcal per mole. The calculation puts the orbital gap (alpha / beta) at 2.64 / 8.82 eV. Its spin multiplicity is 2. For the largest force on an atom, the calculation gives 2.95 eV/A.

Last column: Löwdin charge in e.
Element x y z (Å)
C (-0.9636, -1.4173, 0.2892)  -0.30
C (-1.6649, -0.0508, -0.0712)  -0.60
S (-3.3378, 0.1162, 0.6076)  0.56
N (-0.1370, -1.8738, -0.7958)  -0.08
C (1.2672, -1.9284, -0.5906)  -0.38
O (1.9452, -0.7113, -0.6724)  -0.11
H (-1.6479, -2.2277, 0.5830)  0.09
H (-0.3441, -1.2584, 1.1725)  0.10
H (-0.9939, 0.7748, 0.0615)  0.02
H (-1.8603, -0.1152, -1.1543)  0.04
H (-2.9172, 1.1971, 1.3290)  -0.17
H (-0.4201, -1.7753, -1.7526)  0.10
H (1.8082, -2.6819, -1.2977)  0.13
H (1.4324, -2.3175, 0.4370)  0.11
H (2.5348, -0.5121, 0.0588)  0.07
H (-1.1674, 2.8884, 2.2881)  -0.02
H (-0.1276, 2.6361, 1.3049)  -0.02
O (-0.9941, 2.2458, 1.5756)  -0.36
H (1.9781, 2.8962, -1.0254)  -0.01
H (2.9742, 1.8781, -1.5898)  0.00
O (2.6357, 2.2370, -0.7576)  -0.18

[4]
C3H13NO3S | ωB97M-V/def2-TZVPD

As for the charge: 0. The value obtained for the energy relative to the best compared isomer or geometry (same formula, charge and spin) is 51.6 kcal per mole. The calculation puts the orbital gap at 8.61 eV. For the largest force on an atom, the calculation gives 3.50 eV/A.

Last column: Löwdin charge in e.
Element x y z (Å)
C (0.0165, -0.1304, -1.7958)  -0.23
C (-1.3307, 0.3426, -1.0192)  -0.53
S (-2.9942, -0.0007, -1.7800)  0.67
N (1.0951, -0.7030, -0.8606)  -0.09
C (0.5722, -1.8368, -0.0841)  -0.29
O (0.3338, -1.2557, 1.1847)  -0.15
H (0.5967, 0.8386, -2.1453)  0.13
H (-0.1676, -0.7766, -2.6782)  0.09
H (-1.3569, -0.2947, -0.1380)  0.02
H (-1.3530, 1.4750, -0.8170)  0.08
H (-2.7193, 0.1475, -3.0269)  -0.21
H (1.7147, 0.0254, -0.4190)  0.09
H (1.3750, -2.6111, 0.1396)  0.13
H (-0.3169, -2.2665, -0.6270)  0.13
H (0.1757, -0.2378, 1.2333)  0.06
H (-1.1228, 0.7647, 3.3018)  0.05
H (0.2967, 0.3204, 3.2468)  0.06
O (-0.3750, 0.7525, 2.7407)  -0.02
H (2.5008, 2.3569, 1.2006)  0.08
H (1.0757, 1.5611, 1.3302)  0.00
O (1.9834, 1.5286, 1.0134)  -0.07

[5]
C3H13NO4 | ωB97M-V/def2-TZVPD

As for the charge: 0. The value obtained for the energy relative to the best compared isomer or geometry (same formula, charge and spin) is 57.0 kcal per mole. The calculation puts the orbital gap at 9.43 eV. For the largest force on an atom, the calculation gives 3.69 eV/A.

Last column: Löwdin charge in e.
Element x y z (Å)
O (-1.3020, 1.3639, 1.1685)  0.07
C (-1.7800, 0.4219, 1.6649)  -0.25
C (-1.0522, -0.9736, 1.7394)  -0.47
C (-2.1683, -1.9481, 1.6769)  -0.10
N (-0.1787, -1.1394, 0.6801)  0.04
H (-2.8868, 0.4518, 1.9638)  0.13
H (-0.4533, -0.9164, 2.6898)  0.16
H (-3.0406, -1.8443, 2.2879)  0.06
H (-1.7859, -2.9834, 1.9616)  0.11
H (-2.5946, -2.0511, 0.6750)  0.09
H (0.6288, -0.4875, 0.5598)  0.08
H (-0.5652, -1.4216, -0.2340)  0.09
H (1.4926, 1.1303, 0.2584)  -0.03
H (2.2040, 2.0914, 1.1194)  0.03
O (2.2093, 1.7211, 0.2572)  -0.01
H (0.8742, -1.5413, -3.1337)  0.02
H (0.0731, -0.1923, -3.4265)  0.06
O (0.1856, -0.9679, -2.8148)  -0.07
H (3.7523, 1.3712, -2.5052)  0.11
H (2.2498, 1.8461, -2.4312)  0.00
O (2.8203, 1.3231, -2.9899)  -0.12

[6]
C3H13O3S | ωB97M-V/def2-TZVPD

As for the charge: -1. The value obtained for the energy relative to the best compared isomer or geometry (same formula, charge and spin) is 19.4 kcal per mole. The calculation puts the orbital gap at 6.81 eV. For the largest force on an atom, the calculation gives 1.56 eV/A.

Last column: Löwdin charge in e.
Element x y z (Å)
C (0.2307, 1.3863, -2.9920)  -0.13
C (-0.5918, 0.8049, -1.8599)  -0.34
C (0.2407, 0.1825, -0.7090)  -0.75
S (0.0564, 0.8014, 0.9933)  0.24
H (1.1725, 0.8772, -3.1209)  0.05
H (0.4201, 2.4482, -2.8944)  0.07
H (-0.2086, 1.2058, -3.9776)  0.06
H (-1.1646, 1.5944, -1.3777)  0.06
H (-1.4089, 0.1666, -2.1839)  0.09
H (1.2745, 0.2371, -1.0136)  -0.01
H (-0.0349, -0.8789, -0.6477)  0.03
H (-2.1836, -1.3454, 4.6150)  -0.01
H (-2.6090, -0.2517, 5.5662)  0.02
O (-2.8535, -1.1472, 5.3090)  -0.11
H (-1.1115, -0.6349, 2.3208)  -0.10
H (-0.2588, -1.5188, 3.2477)  0.03
O (-1.1671, -1.2530, 3.0828)  -0.14
H (2.6877, -0.7094, -1.6694)  0.00
H (3.8565, -1.2335, -0.9440)  0.04
O (3.6531, -0.7316, -1.7448)  -0.08

[7]
C3H14N2O | ωB97M-V/def2-TZVPD

As for the charge: +2. The value obtained for the energy relative to the best compared isomer or geometry (same formula, charge and spin) is 26.7 kcal per mole. The calculation puts the orbital gap at 13.23 eV. For the largest force on an atom, the calculation gives 3.72 eV/A.

Last column: Löwdin charge in e.
Element x y z (Å)
C (0.4702, -1.3623, 0.6605)  -0.12
C (-0.9886, -1.0319, 0.2537)  -0.16
C (-1.0472, 0.4697, 0.0894)  0.02
N (-2.4989, 0.9584, -0.9438)  0.20
N (1.5089, -0.9202, -0.3500)  0.15
H (0.7425, -0.8924, 1.6031)  0.14
H (0.5059, -2.4531, 0.6663)  0.14
H (-1.2478, -1.5607, -0.6690)  0.14
H (-1.6763, -1.2652, 1.0749)  0.14
H (-0.4655, 0.9596, -0.6879)  0.10
H (-1.1071, 1.0522, 1.0102)  0.13
H (-2.3942, 1.9521, -1.1794)  0.14
H (-3.3909, 0.9856, -0.4469)  0.15
H (-2.5431, 0.5262, -1.8681)  0.15
H (2.2590, -1.6050, -0.4544)  0.18
H (1.1342, -0.8545, -1.2994)  0.16
H (1.7858, 0.1127, -0.0290)  0.08
H (2.2986, 2.2132, -0.0147)  0.12
H (2.2737, 1.6622, 1.3954)  0.12
O (2.2624, 1.3748, 0.4713)  0.02

[8]
C3H14N2O | ωB97M-V/def2-TZVPD

As for the charge: +2. The value obtained for the energy relative to the best compared isomer or geometry (same formula, charge and spin) is 39.5 kcal per mole. The calculation puts the orbital gap at 12.72 eV. For the largest force on an atom, the calculation gives 3.10 eV/A.

Last column: Löwdin charge in e.
Element x y z (Å)
C (-0.9348, -1.3017, 0.4962)  -0.14
C (0.1301, -1.2700, -0.6232)  -0.17
C (0.3123, 0.2129, -0.9250)  0.06
N (2.0327, 0.5581, -1.8041)  0.19
N (-0.5352, -0.5472, 1.7467)  0.14
H (-1.8831, -0.8658, 0.1669)  0.14
H (-0.9829, -2.3668, 0.7906)  0.15
H (1.0737, -1.7618, -0.2751)  0.15
H (-0.2648, -1.7291, -1.5798)  0.16
H (0.7203, 0.8993, -0.1617)  0.10
H (-0.4812, 0.6778, -1.5542)  0.14
H (2.1906, 1.5720, -1.8197)  0.13
H (2.0479, 0.3742, -2.8054)  0.13
H (2.8693, 0.2353, -1.2950)  0.14
H (-0.8176, -1.0306, 2.6052)  0.18
H (0.4784, -0.4733, 1.8669)  0.16
H (-0.9331, 0.5005, 1.5454)  0.08
H (-1.1187, 2.6313, 1.4003)  0.13
H (-2.3510, 1.9334, 0.8554)  0.12
O (-1.5527, 1.7515, 1.3695)  0.02

[9]
C3H14N2O2 | ωB97M-V/def2-TZVPD

As for the charge: 0. The value obtained for the energy relative to the best compared isomer or geometry (same formula, charge and spin) is 29.6 kcal per mole. The calculation puts the orbital gap at 9.71 eV. For the largest force on an atom, the calculation gives 1.57 eV/A.

Last column: Löwdin charge in e.
Element x y z (Å)
C (1.3930, 0.5164, 0.0006)  -0.28
C (1.1997, 0.9309, -1.4813)  -0.21
C (0.3400, -0.0550, -2.2798)  -0.29
N (-0.2752, 0.5416, -3.5010)  -0.02
N (2.6064, -0.2385, 0.3257)  -0.01
H (1.3969, 1.3859, 0.6495)  0.10
H (0.5530, -0.1575, 0.1364)  0.09
H (0.6707, 1.8929, -1.4172)  0.10
H (2.0955, 1.1431, -2.0685)  0.11
H (-0.4342, -0.5282, -1.6790)  0.09
H (1.0326, -0.8226, -2.6357)  0.10
H (0.2500, 0.1179, -4.2540)  0.05
H (-0.1364, 1.5417, -3.5665)  0.05
H (3.3758, 0.3965, 0.2128)  0.05
H (2.7297, -1.0061, -0.3234)  0.06
H (-2.9129, 0.4383, 0.5269)  0.03
H (-2.7160, 1.9489, 0.9635)  0.03
O (-2.4560, 1.0420, 1.1201)  -0.06
H (-2.4915, -1.8403, 4.6336)  0.03
H (-2.2831, -3.0759, 5.6006)  0.03
O (-1.9021, -2.5426, 4.9017)  -0.05

[10]
C3H14N2O2 | ωB97M-V/def2-TZVPD

As for the charge: 0. The value obtained for the energy relative to the best compared isomer or geometry (same formula, charge and spin) is 13.2 kcal per mole. The calculation puts the orbital gap at 10.42 eV. For the largest force on an atom, the calculation gives 0.98 eV/A.

Last column: Löwdin charge in e.
Element x y z (Å)
C (-0.3844, 0.9429, 1.3236)  -0.25
C (-0.6245, -0.5628, 1.1040)  -0.22
C (-1.3518, -0.9072, -0.1848)  -0.31
N (-1.4768, -2.3535, -0.3422)  0.00
N (0.9813, 1.4040, 0.9838)  -0.01
H (-1.0751, 1.4852, 0.6655)  0.11
H (-0.6626, 1.2247, 2.3365)  0.10
H (0.3428, -1.0691, 1.0825)  0.09
H (-1.1324, -0.9323, 1.9890)  0.11
H (-0.8404, -0.3733, -1.0020)  0.10
H (-2.3443, -0.4380, -0.1446)  0.11
H (-0.6125, -2.7581, 0.0175)  0.06
H (-1.4570, -2.5792, -1.3263)  0.06
H (1.4540, 1.7895, 1.7982)  0.08
H (0.8824, 2.1590, 0.3131)  0.07
H (2.5904, -1.1954, -0.6677)  0.04
H (1.7750, 0.0512, -0.1811)  0.00
O (2.2095, -0.3647, -0.9709)  -0.09
H (-0.1812, 1.7303, -2.2602)  0.02
H (1.1759, 1.0540, -1.9784)  -0.02
O (0.7317, 1.6929, -2.5559)  -0.06

[11]
C3H14NO2 | ωB97M-V/def2-TZVPD

As for the charge: 0. The value obtained for the energy relative to the best compared isomer or geometry (same formula, charge and spin) is 9.4 kcal per mole. The calculation puts the orbital gap (alpha / beta) at 3.64 / 11.82 eV. Its spin multiplicity is 2. For the largest force on an atom, the calculation gives 2.59 eV/A.

Last column: Löwdin charge in e.
Element x y z (Å)
C (1.0612, 0.7879, -0.0159)  -0.24
C (0.0095, 1.7668, 0.5205)  -0.31
C (0.4403, 3.1969, 0.3132)  -0.12
N (0.6978, -0.6202, 0.3851)  0.05
H (2.0099, 1.0688, 0.4518)  0.10
H (1.2266, 0.8384, -1.0810)  0.11
H (-0.9551, 1.4907, -0.0126)  0.11
H (-0.2769, 1.5954, 1.5830)  0.09
H (0.7827, 3.5804, -0.6551)  0.08
H (1.2921, 3.3355, 0.9879)  0.08
H (-0.3662, 3.8684, 0.5647)  0.07
H (-0.0305, -1.1362, -0.1628)  0.07
H (0.2523, -0.6264, 1.3273)  0.05
H (1.4470, -1.3450, 0.3894)  0.07
H (-1.3317, -2.9286, 1.2983)  0.00
H (-0.1913, -3.9048, 1.0993)  0.02
O (-0.5115, -3.0424, 0.7868)  -0.19
H (-2.1320, -0.6869, -1.8351)  0.03
H (-1.4782, -1.7584, -2.6034)  0.04
O (-1.2749, -1.1371, -1.8892)  -0.11

[12]
C3H14NO2 | ωB97M-V/def2-TZVPD

As for the charge: +1. The value obtained for the energy relative to the best compared isomer or geometry (same formula, charge and spin) is 18.1 kcal per mole. The calculation puts the orbital gap at 11.78 eV. For the largest force on an atom, the calculation gives 2.13 eV/A.

Last column: Löwdin charge in e.
Element x y z (Å)
C (-0.2343, 1.3974, 1.5363)  -0.02
C (-1.1271, 0.3762, 0.8209)  -0.35
C (-0.9895, -1.0868, 1.0910)  -0.05
N (-0.8377, 0.5469, -0.6830)  0.17
H (-0.6821, 1.6371, 2.4738)  0.09
H (-0.1167, 2.2465, 0.8933)  0.08
H (0.7496, 0.9585, 1.7180)  0.09
H (-2.1555, 0.7283, 0.8595)  0.15
H (-0.1271, -1.5670, 0.6265)  0.09
H (-0.8010, -1.2362, 2.1585)  0.10
H (-1.7972, -1.7818, 0.8606)  0.09
H (-1.2360, 1.3195, -1.2282)  0.17
H (-1.2331, -0.1999, -1.2726)  0.14
H (0.1484, 0.4307, -0.9387)  0.15
H (3.1677, -1.4532, 0.2390)  0.04
H (3.6987, -0.0533, 0.6847)  0.04
O (2.9059, -0.5638, 0.4965)  -0.06
H (0.5199, 0.1595, -3.4129)  0.06
H (0.1709, -1.2688, -3.7897)  0.07
O (-0.0238, -0.5897, -3.1333)  -0.05

Total energy / eV: -10952.841; -10944.533; -21787.861; -21787.741; -13000.693; -20300.870; -8348.501; -8347.945; -10412.508; -10413.220; -8919.927; -8916.999